{
  "formula": "C16H64N32O16",
  "method": "the ωB97M-V functional and the def2-TZVPD basis",
  "lumo_energy_ev": 0.17,
  "multiplicity": 1,
  "e_homo_ev": -9.439,
  "e_above_lowest_kj_mol": 74.0,
  "species": ["C", "O", "N", "N", "H", "H", "H", "H", "C", "O", "N", "N", "H", "H", "H", "H", "C", "O", "N", "N", "H", "H", "H", "H", "C", "O", "N", "N", "H", "H", "H", "H", "C", "O", "N", "N", "H", "H", "H", "H", "C", "O", "N", "N", "H", "H", "H", "H", "C", "O", "N", "N", "H", "H", "H", "H", "C", "O", "N", "N", "H", "H", "H", "H", "C", "O", "N", "N", "H", "H", "H", "H", "C", "O", "N", "N", "H", "H", "H", "H", "C", "O", "N", "N", "H", "H", "H", "H", "C", "O", "N", "N", "H", "H", "H", "H", "C", "O", "N", "N", "H", "H", "H", "H", "C", "O", "N", "N", "H", "H", "H", "H", "C", "O", "N", "N", "H", "H", "H", "H", "C", "O", "N", "N", "H", "H", "H", "H"],
  "positions_angstrom": [[13.21850, 16.19910, 10.75546], [12.61453, 15.91618, 11.76853], [12.49199, 16.47219, 9.68059], [14.59064, 16.39121, 10.60436], [11.58012, 16.74074, 9.81448], [12.86655, 16.91806, 8.85855], [14.87161, 16.24483, 9.63295], [15.15889, 15.91794, 11.31034], [10.42165, 13.28003, 12.88699], [11.34228, 12.77575, 12.28084], [9.62128, 12.41263, 13.60500], [10.15279, 14.56947, 12.81804], [9.73934, 11.40564, 13.50634], [8.78857, 12.92744, 13.91265], [10.95243, 15.10222, 12.38370], [9.44611, 14.97878, 13.43670], [16.66524, 10.27418, 7.61660], [17.31556, 11.19410, 8.08015], [17.15326, 9.19263, 6.97838], [15.22270, 10.39790, 7.68759], [18.13331, 9.05745, 6.77426], [16.50042, 8.49516, 6.81883], [14.99819, 10.41487, 8.66087], [14.89811, 9.56803, 7.21356], [17.06541, 10.12506, 16.36784], [17.19443, 11.16537, 15.73073], [15.80546, 9.58068, 16.43152], [18.22055, 9.50450, 16.96898], [15.01780, 10.02932, 15.97787], [15.61488, 8.87112, 17.12667], [19.03552, 10.12586, 16.93814], [18.30074, 8.49742, 16.95430], [9.57862, 9.03170, 17.47830], [10.08313, 9.16960, 18.57830], [10.25661, 8.60499, 16.39391], [8.22191, 9.23409, 17.25931], [11.25269, 8.63811, 16.50045], [10.00153, 8.75529, 15.43641], [7.83122, 9.09564, 16.35534], [7.60210, 9.50334, 18.00948], [18.24149, 12.87512, 11.22052], [17.35254, 13.46260, 11.76583], [19.32501, 13.53484, 10.63786], [18.23854, 11.51038, 11.08688], [19.50490, 14.34193, 11.20658], [20.14247, 13.05884, 10.23314], [17.30857, 11.19041, 10.83883], [19.05343, 11.07207, 10.66961], [20.63781, 9.41315, 14.90220], [20.81342, 8.30250, 15.39574], [19.86912, 9.53516, 13.77661], [21.12003, 10.60292, 15.42205], [19.22149, 8.78341, 13.63976], [19.69014, 10.40664, 13.35629], [21.78243, 10.44807, 16.12626], [21.00025, 11.50584, 14.97941], [12.33994, 12.40622, 8.56464], [12.35145, 11.17978, 8.92098], [12.80902, 12.87774, 7.37551], [12.16742, 13.37932, 9.49448], [13.47467, 12.19034, 6.97792], [13.26505, 13.78772, 7.57080], [12.34575, 14.35684, 9.28030], [11.85028, 13.02086, 10.37107], [19.52320, 13.99847, 13.97954], [20.36819, 13.11489, 13.67623], [18.34017, 13.68902, 14.57327], [19.73447, 15.32117, 13.68114], [17.54012, 14.25019, 14.52042], [18.10490, 12.71512, 14.53272], [20.56820, 15.57051, 13.17222], [19.10338, 16.04403, 14.07127], [10.83494, 9.16840, 12.21713], [9.94808, 9.27469, 13.06864], [10.66758, 9.89387, 11.08275], [11.75906, 8.25702, 12.34043], [9.99439, 10.65691, 10.99528], [11.42100, 9.92636, 10.46536], [12.42514, 8.12076, 11.61068], [11.96928, 7.84080, 13.23673], [15.24289, 14.16931, 14.72282], [15.83688, 15.05046, 14.09248], [14.31218, 13.44341, 14.14404], [15.44665, 13.91064, 16.05868], [13.52833, 13.24124, 14.80479], [14.03521, 13.94231, 13.34058], [16.17038, 14.43938, 16.57506], [15.51196, 12.92700, 16.30716], [15.62689, 14.25705, 8.15226], [14.92042, 15.28022, 8.05141], [15.57363, 13.40575, 9.21128], [16.60456, 13.98024, 7.27922], [15.12469, 13.71057, 10.05305], [16.02674, 12.55327, 9.02910], [16.58429, 14.53737, 6.44944], [17.25026, 13.26946, 7.43802], [16.04078, 6.45824, 12.30356], [15.99674, 5.34805, 12.75331], [16.27587, 6.63014, 10.99395], [15.72687, 7.58546, 12.92569], [16.61333, 7.49803, 10.61388], [16.69181, 5.82778, 10.61730], [15.20047, 7.57468, 13.78384], [15.86047, 8.48842, 12.51619], [12.64927, 11.33134, 16.84395], [13.53298, 11.08402, 16.02808], [12.85735, 11.07944, 18.16650], [11.51756, 11.95185, 16.43210], [13.71767, 10.62713, 18.35138], [12.19481, 10.92181, 18.88368], [10.69624, 11.96550, 17.00611], [11.45492, 11.82205, 15.43658], [12.67976, 7.43540, 8.90052], [12.47728, 6.24864, 8.67705], [13.75724, 7.86292, 9.64845], [11.80037, 8.43612, 8.46895], [13.99146, 8.81618, 9.67942], [14.32422, 7.12689, 9.99616], [12.06564, 9.41587, 8.52351], [10.97071, 8.13826, 7.92549], [14.75863, 10.75055, 11.72844], [15.32465, 10.46060, 10.66055], [15.41921, 10.82544, 12.94507], [13.44721, 10.93731, 11.73580], [16.42193, 11.06838, 12.82934], [14.91557, 11.43242, 13.55085], [12.96076, 11.50360, 12.44906], [13.07358, 11.16179, 10.83446]],
  "forces_ev_per_angstrom": [[1.8641, 1.0015, 0.6824], [0.0641, -0.8438, 1.7954], [0.8400, 0.2089, -3.4100], [-1.0800, -0.8600, 0.5612], [-2.4020, 0.3510, 0.7671], [0.5705, -0.1863, 0.0656], [0.2747, -0.0548, 0.2469], [-0.1757, 0.3114, -0.2137], [-0.8486, -2.8219, 0.5428], [2.2989, -0.4224, -1.2227], [-0.7205, 2.7152, 0.4887], [0.1028, 1.9090, 0.0837], [-0.4075, 0.0762, -0.1713], [0.1471, -1.5935, 0.1713], [-1.1592, -0.0992, 0.7003], [0.8253, 0.0140, -0.6145], [-1.4227, 1.7934, 0.3885], [0.9389, -0.1797, 0.0848], [0.7576, 1.1495, 0.2941], [2.4500, -1.2467, -1.5946], [-0.2991, 0.1699, 0.1872], [-0.7710, -1.7261, -0.6030], [-0.6160, 0.1829, 0.9186], [-1.1310, -0.0402, 0.3046], [0.9205, -0.3238, -0.4307], [0.2766, 0.4473, 0.1569], [1.3978, -1.3512, 1.0460], [-2.5753, 1.2940, -0.4639], [0.2772, 0.2917, 0.2107], [0.0308, 0.0798, -0.2664], [-0.4153, -0.8761, -0.3021], [0.2966, 0.3142, 0.0056], [-1.7310, 0.1273, 0.3149], [0.2888, 0.2871, 0.2062], [1.1829, -0.1891, -0.5725], [0.5673, 0.2088, 0.3494], [0.2409, -0.1375, 0.2855], [-0.6880, 0.1349, -0.4026], [-0.1995, -0.1272, -0.3875], [0.4564, -0.1357, -0.0896], [1.9511, -0.7718, -1.3732], [-1.2172, 0.8710, 0.6234], [-0.1539, -0.1715, 0.2472], [0.0706, -0.2183, 0.1571], [0.4763, 0.4421, -0.2478], [-0.8842, 0.2237, 0.7227], [0.1492, -0.6442, -0.1330], [-0.6197, 0.0971, -0.1654], [-0.4050, 0.1434, -0.2455], [0.2430, 0.7649, 0.3573], [0.3354, -0.6895, 0.2934], [-0.9196, -1.0794, -0.7706], [-0.0285, -0.0943, -0.1829], [-0.3555, 1.1033, -0.2984], [1.0048, 0.1989, 0.9034], [-0.0302, -0.0969, -0.1392], [2.0507, -0.8268, 1.9706], [-0.7005, 1.9728, -1.0138], [0.8663, -0.3395, -0.3862], [-0.5109, -0.9562, -1.0202], [-0.6180, 0.6628, 0.1281], [-0.2885, -0.6407, -0.8019], [-0.3549, -0.2657, 0.3495], [-0.2546, 0.6148, 0.9540], [0.3493, -1.0582, -0.5732], [-0.9330, 1.1505, 0.4329], [1.8048, -0.9151, 0.2120], [-0.8012, 0.4423, 0.5383], [-0.9354, 1.4892, -0.4568], [0.1917, -0.4654, 0.3677], [-0.1134, 0.0053, 0.3898], [0.8427, -0.8581, -0.6961], [-3.5902, 1.3838, -0.2112], [-0.5382, 0.6714, 2.0298], [0.0229, -0.1587, 0.1600], [2.2529, -1.3325, -0.1945], [0.4432, -0.7840, 0.6135], [0.9501, 0.2410, -1.2759], [0.5452, -0.1205, -0.3656], [-0.4382, 0.1874, -0.2837], [2.5465, 2.4766, 1.1945], [-0.0331, -0.1622, 0.5545], [-2.9747, -1.9790, 0.7402], [0.9138, -0.0683, 1.0711], [0.8710, -0.1344, -1.0286], [-0.7814, 0.2970, -1.3537], [-0.6563, -0.3062, -1.0830], [-0.2932, 0.0112, -0.1641], [0.2984, 0.6213, 1.4869], [-0.2360, -0.4759, -0.3700], [-0.7311, 1.5413, -1.1831], [-1.2943, 1.3046, -0.9451], [-0.0217, -0.4228, 0.1553], [0.6334, -1.4085, 0.7518], [0.3357, -0.0322, -0.2512], [1.0576, -1.3162, 0.1046], [-0.6801, -0.1620, -0.1464], [-0.0796, -1.4271, 1.2736], [0.4811, 0.8990, -2.0187], [-0.5988, 1.6614, 1.7457], [-0.0011, 0.2076, 0.1444], [0.6419, -1.1070, -0.8230], [0.3954, -0.1720, 0.0618], [-0.0874, 0.2046, -0.1622], [0.2272, -0.0094, 0.9931], [0.0943, 0.0328, -0.6840], [0.2483, 0.2691, -0.4418], [0.3725, -0.1946, -0.0351], [0.8187, -0.3027, -0.0096], [-1.1981, 0.0723, 0.1447], [-0.2316, -0.0547, -0.0293], [-0.7961, 0.2668, -0.1500], [-1.2458, 0.0774, -0.6411], [0.1547, 0.5201, 0.1894], [-1.6695, -0.6583, -0.7489], [0.3763, -1.0948, -0.1215], [0.6296, 1.0891, 0.3894], [0.8361, -0.2514, 0.3153], [-0.3041, -0.1441, -0.2415], [1.2231, 0.3414, 0.6866], [1.1804, 0.0666, 0.3933], [0.7460, -0.3561, -0.0954], [0.7755, -0.3981, -1.7462], [-1.5506, 1.1288, 1.0068], [-1.0006, -0.1727, 0.3331], [0.0130, 0.5504, 1.0280], [0.5331, -0.6433, -0.2811], [-0.2253, -0.2162, -0.7392]]
}